No. 1
# C3H10N2S

C3H10N2S in the gas phase in a non-equilibrium geometry (ωB97M-V with the def2-TZVPD basis set, the OMol25 dataset).

Values from the calculation:
Energy above the lowest of the compared OMol25 structures with the same formula, charge and spin, kcal/mol: 33.9
SMILES string: NC[C@H](N)CS
Frontier orbital gap, eV: 9.88
Multiplicity: 1

Geometry as XYZ:
```
16
Properties=species:S:1:pos:R:3:forces:R:3:mulliken_charge:R:1
N -0.326 0.382 -1.429 0.882 -1.203 0.993 -0.606
C 0.328 0.376 -0.075 -1.481 -0.612 -0.586 -0.056
C 1.541 -0.565 -0.046 0.004 1.683 0.873 -0.695
S 2.645 -0.236 -1.457 0.314 -1.860 -0.373 -0.231
C -0.690 -0.183 0.892 -0.672 -2.265 2.989 -0.597
N -2.028 0.442 1.030 -0.853 1.989 -0.960 -0.584
H -1.248 0.502 -1.053 -1.045 0.233 -1.124 0.232
H 2.738 1.066 -1.453 -0.282 0.981 0.397 0.120
H -0.307 -0.644 -1.637 -0.155 1.044 -0.417 0.336
H 0.457 1.397 0.251 0.877 0.434 -0.185 0.338
H 2.112 -0.308 0.897 -0.673 -1.014 -0.881 0.360
H 1.109 -1.605 -0.100 1.066 0.908 0.080 0.356
H -0.148 -0.343 1.904 -1.033 1.059 -0.993 0.252
H -0.897 -1.237 0.706 0.341 -0.358 -0.837 0.345
H -2.398 0.983 0.213 1.056 -0.551 1.011 0.218
H -2.891 -0.027 1.354 1.654 -0.468 0.012 0.213
```
Forces are in eV/Å.

No. 2
# C5H8O2

C5H8O2 in the gas phase (ωB97M-V with the def2-TZVPD basis set, the OMol25 dataset).

Values from the calculation:
Energy above the lowest of the compared OMol25 structures with the same formula, charge and spin, kcal/mol: 78.7
Frontier orbital gap, eV: 9.41
Multiplicity: 1

Geometry as XYZ:
```
15
Properties=species:S:1:pos:R:3:forces:R:3:mulliken_charge:R:1
C 2.114 -1.090 -0.589 0.034 -0.055 -0.014 -1.237
C 1.085 -0.047 -0.162 0.002 0.079 0.070 -0.251
C -0.341 -0.474 -0.526 -0.042 0.017 -0.075 -0.311
C -1.422 0.464 -0.097 0.473 -0.159 0.070 -0.417
O -1.193 1.110 0.994 -0.139 -0.145 -0.268 -0.191
C -2.660 1.436 0.835 -0.632 0.116 0.374 0.410
O -3.486 0.932 1.535 0.469 0.201 -0.281 -0.511
H 1.948 -2.043 -0.074 0.015 0.133 -0.075 0.325
H 3.132 -0.758 -0.359 -0.152 -0.045 -0.029 0.348
H 2.061 -1.280 -1.667 0.006 0.028 0.156 0.322
H 1.305 0.911 -0.650 -0.035 -0.128 0.074 0.299
H 1.148 0.132 0.917 0.004 -0.036 -0.156 0.291
H -0.443 -0.672 -1.599 0.000 0.035 0.149 0.316
H -0.599 -1.421 -0.022 -0.003 0.099 -0.057 0.273
H -2.725 2.353 0.247 0.000 -0.140 0.060 0.335
```
Forces are in eV/Å.

No. 3
# C51H64N4P

2 unconnected molecules or ions with the total composition C51H64N4P in a non-equilibrium geometry (ωB97M-V with the def2-TZVPD basis set, the OMol25 dataset).

Values from the calculation:
Frontier orbital gap, eV: 4.60
Total charge: +1
Multiplicity: 1

Geometry as XYZ:
```
120
Properties=species:S:1:pos:R:3:forces:R:3:mulliken_charge:R:1
C 5.367 1.837 1.230 0.068 -0.325 0.028 -1.480
C 3.921 2.340 1.213 -0.076 0.225 0.254 2.232
C 3.824 3.622 0.385 -0.259 0.261 0.182 -1.450
C 3.424 2.581 2.650 0.571 0.310 -0.796 0.649
C 3.948 3.701 3.332 0.088 -0.293 -0.356 -0.564
C 3.584 3.970 4.641 0.856 1.067 0.185 -1.635
C 2.711 3.124 5.269 -0.605 -0.633 0.291 -0.892
C 2.168 2.022 4.626 -0.834 -1.014 0.512 0.787
C 1.196 1.139 5.445 0.096 -0.053 -0.642 2.452
C 0.062 1.964 6.052 0.058 0.091 -0.004 -1.553
C 1.940 0.353 6.520 0.210 0.135 0.142 -1.364
C 2.532 1.728 3.305 0.641 0.938 0.110 -0.582
N 2.064 0.488 2.706 -1.350 -0.351 -1.015 1.305
P 0.696 0.272 1.678 0.111 -0.732 2.465 -0.194
H 1.277 0.098 -0.326 0.196 -2.094 -1.685 -1.855
N 0.579 -1.366 2.208 0.183 1.078 -0.239 1.503
C -0.590 -2.233 2.241 -1.215 -0.689 -0.755 -0.619
C -1.012 -2.949 1.111 0.369 -0.361 -0.987 0.165
C -0.264 -2.887 -0.247 -0.492 0.167 0.427 3.847
C -1.263 -2.969 -1.403 0.015 -0.034 -0.126 -1.748
C 0.755 -4.017 -0.345 0.107 -0.118 0.068 -1.671
C -2.101 -3.839 1.214 0.331 -0.057 -0.036 -0.697
C -2.758 -4.024 2.426 -0.840 -0.813 -0.490 -1.529
C -2.356 -3.296 3.518 0.247 0.362 0.524 -0.576
C -1.310 -2.390 3.434 0.909 0.833 0.967 0.745
C -0.940 -1.607 4.709 0.231 0.266 -0.294 2.292
C -0.269 -2.502 5.749 -0.096 -0.284 0.070 -1.385
C -2.151 -0.881 5.297 -0.084 -0.058 -0.028 -1.581
C 1.656 -1.730 2.970 0.310 -1.105 -0.139 -0.606
C 2.480 -0.701 3.231 1.337 0.177 0.537 -0.728
H 5.443 0.977 1.908 0.197 0.141 -0.135 0.348
H 5.684 1.513 0.227 -0.143 0.120 0.246 0.373
H 6.058 2.620 1.570 -0.190 -0.197 -0.006 0.341
H 3.300 1.576 0.722 0.097 0.090 0.174 -1.030
H 2.777 3.940 0.287 0.197 0.000 -0.022 0.327
H 4.371 4.448 0.865 -0.115 -0.316 -0.351 0.401
H 4.225 3.446 -0.613 0.071 0.193 0.224 0.185
H 4.696 4.329 2.819 -0.598 -0.377 0.393 0.270
H 4.004 4.843 5.198 -0.342 -0.852 -0.659 0.315
H 2.411 3.240 6.302 0.170 0.382 -0.022 0.392
H 0.749 0.405 4.768 0.194 0.423 0.053 -1.473
H -0.430 2.579 5.288 0.106 -0.048 0.268 0.367
H -0.697 1.330 6.527 0.297 0.121 -0.120 0.369
H 0.487 2.601 6.832 -0.294 0.150 -0.067 0.408
H 2.714 -0.284 6.072 -0.138 0.082 0.224 0.227
H 2.425 1.061 7.201 0.035 -0.224 -0.005 0.392
H 1.259 -0.271 7.114 0.167 0.176 -0.202 0.411
H 0.284 -1.932 -0.326 -0.299 -0.332 0.101 -1.616
H -1.953 -2.118 -1.362 0.048 -0.203 -0.176 0.365
H -0.740 -2.957 -2.368 -0.194 0.060 0.269 0.312
H -1.844 -3.902 -1.360 0.221 0.335 -0.129 0.537
H 1.396 -4.039 0.541 0.010 -0.141 -0.068 0.367
H 0.245 -4.985 -0.448 0.162 0.182 0.127 0.374
H 1.397 -3.880 -1.221 -0.093 -0.015 0.051 0.337
H -2.384 -4.440 0.331 0.128 0.534 0.802 0.310
H -3.608 -4.745 2.515 0.914 0.702 -0.154 0.331
H -2.812 -3.397 4.502 -0.172 -0.163 -0.366 0.382
H -0.206 -0.838 4.451 -0.324 -0.303 -0.211 -1.504
H 0.649 -2.948 5.342 -0.206 0.051 0.228 0.211
H -0.023 -1.953 6.671 -0.097 -0.148 -0.377 0.402
H -0.956 -3.312 6.016 0.195 0.004 0.064 0.396
H -2.640 -0.259 4.532 0.017 -0.227 0.296 0.366
H -2.848 -1.635 5.674 -0.168 0.322 -0.022 0.413
H -1.868 -0.233 6.141 -0.061 -0.339 -0.302 0.363
H 1.828 -2.787 3.235 -0.353 0.815 -0.061 0.586
H 3.439 -0.733 3.762 -0.639 -0.010 -0.116 0.577
C -4.842 -3.536 -7.065 0.273 0.815 0.758 -0.998
N -3.392 -3.392 -7.071 -0.688 -1.428 -1.179 0.063
C -2.650 -4.134 -8.086 0.683 0.340 0.618 -0.933
C -2.777 -2.565 -6.230 0.507 1.421 1.356 1.308
C -1.371 -2.440 -6.165 0.088 -0.631 -0.365 -0.711
C -0.758 -1.673 -5.195 0.031 0.558 0.467 -0.742
C -1.484 -0.885 -4.267 0.498 -0.650 -0.532 -0.363
C -0.834 -0.146 -3.138 1.754 0.027 0.461 0.421
C 0.397 -0.535 -2.611 -2.008 -0.336 0.487 -0.175
C 1.252 0.090 -1.496 0.062 3.805 -1.472 1.475
C 2.644 0.366 -2.149 0.589 -0.845 0.425 -0.247
C 3.252 1.640 -2.137 -0.356 -0.631 0.099 -0.094
C 4.525 1.832 -2.668 0.628 -0.725 -0.050 -0.992
C 5.227 0.764 -3.274 -0.964 0.184 0.053 -0.583
C 4.602 -0.485 -3.384 -0.283 0.326 1.086 -0.909
C 3.354 -0.704 -2.762 0.424 1.682 -0.093 -0.307
C -1.527 1.058 -2.655 -0.386 -0.075 0.200 0.088
C -1.566 1.366 -1.293 -0.088 -0.900 -0.476 -0.419
C -2.273 2.447 -0.837 0.005 1.222 0.767 -0.519
C -2.940 3.324 -1.727 0.572 -0.926 -0.125 1.088
N -3.605 4.402 -1.272 -0.822 1.294 0.699 0.044
C -4.460 5.202 -2.140 0.741 -0.501 -0.679 -0.943
C -3.613 4.760 0.141 0.416 -0.667 -0.024 -0.886
C -2.882 3.016 -3.107 -0.910 1.267 0.454 -0.629
C -2.221 1.914 -3.532 0.910 -0.971 -1.034 -0.595
C -2.882 -0.932 -4.434 -0.019 0.777 1.819 -0.451
C -3.513 -1.744 -5.327 -0.597 -0.718 -1.134 -0.848
H -5.303 -2.624 -7.475 -0.176 -0.269 0.198 0.345
H -5.118 -4.372 -7.673 -0.138 -0.394 -0.314 0.271
H -5.210 -3.718 -6.031 0.139 0.165 -0.638 0.330
H -1.769 -4.641 -7.619 -0.693 0.237 -0.482 0.308
H -3.315 -4.873 -8.507 0.044 -0.201 -0.153 0.282
H -2.291 -3.463 -8.886 -0.037 -0.275 0.198 0.315
H -0.757 -3.024 -6.865 -0.217 0.467 0.443 0.294
H 0.332 -1.673 -5.174 -0.225 0.098 0.013 0.451
H 0.800 -1.405 -3.106 0.280 -0.204 0.261 0.213
H 0.794 1.116 -1.342 0.470 -0.382 -0.958 0.408
H 2.732 2.476 -1.660 0.087 -0.334 -0.277 0.727
H 5.038 2.786 -2.530 -0.268 -0.165 -0.264 0.407
H 6.227 0.901 -3.678 -0.195 0.092 0.096 0.422
H 5.144 -1.321 -3.815 -0.158 0.103 -0.081 0.379
H 2.934 -1.684 -2.780 -0.256 -0.541 0.008 0.374
H -1.112 0.636 -0.607 -0.283 0.514 -0.130 0.211
H -2.234 2.722 0.225 -0.156 -0.359 -0.431 0.378
H -3.855 5.553 -2.994 -0.398 0.199 0.255 0.313
H -5.298 4.621 -2.554 0.097 0.118 0.195 0.330
H -4.829 6.047 -1.571 -0.082 0.078 -0.170 0.268
H -4.006 3.920 0.738 0.054 0.334 0.008 0.311
H -2.589 4.994 0.514 -0.622 -0.031 -0.223 0.294
H -4.269 5.620 0.261 0.206 -0.081 0.194 0.241
H -3.380 3.688 -3.819 0.301 -0.520 0.284 0.273
H -2.196 1.717 -4.618 0.029 -0.010 0.709 0.548
H -3.529 -0.370 -3.724 0.596 -0.322 -0.630 0.387
H -4.610 -1.750 -5.384 0.653 0.082 0.183 0.371
```
Forces are in eV/Å.

No. 4
# CH3FN2

CH3FN2 in the gas phase in a non-equilibrium geometry (ωB97M-V with the def2-TZVPD basis set, the OMol25 dataset).

Values from the calculation:
Energy above the lowest of the compared OMol25 structures with the same formula, charge and spin, kcal/mol: 66.2
SMILES string: N/C=N/F
Frontier orbital gap, eV: 9.17
Multiplicity: 1

Geometry as XYZ:
```
7
Properties=species:S:1:pos:R:3:forces:R:3:mulliken_charge:R:1
C 0.108 -0.189 -0.122 -6.957 -3.354 -2.077 0.018
N -1.329 -0.621 -0.414 6.321 3.466 2.325 -0.332
N 0.450 0.828 0.651 0.139 0.187 0.003 -0.317
F -1.260 -1.745 -1.213 0.507 -0.614 -0.436 -0.177
H 0.861 -0.829 -0.556 0.245 0.053 -0.041 0.327
H 1.422 1.091 0.666 -0.249 0.158 0.154 0.233
H -0.250 1.464 0.988 -0.005 0.103 0.072 0.248
```
Forces are in eV/Å.

No. 5
# C3H3FO2Tb

A molecular structure, C3H3FO2Tb in a non-equilibrium geometry (ωB97M-V with the def2-TZVPD basis set, the OMol25 dataset).

Values from the calculation:
Expectation value of S²: 12.71
Frontier orbital gap (spin up / spin down), eV: 5.52 / 4.49
Total charge: +3
Multiplicity: 7

Geometry as XYZ:
```
10
Properties=species:S:1:pos:R:3:forces:R:3:mulliken_spin:R:1
H 0.622 -1.911 0.312 0.018 0.575 1.102 0.001
F -1.327 1.688 0.407 0.313 -0.755 -0.269 0.000
O -0.903 -0.471 1.088 1.467 -0.861 0.153 0.007
O 1.077 0.284 0.248 6.150 2.432 1.031 -0.051
C -1.239 0.416 -0.003 -1.026 1.437 -0.022 0.004
C 0.046 0.005 -0.729 -1.212 0.109 -0.841 -0.001
C 0.223 -0.886 0.428 -2.991 -2.395 -1.162 0.003
H -2.169 0.102 -0.491 0.160 -0.096 -0.014 0.000
H 0.319 0.005 -1.780 -0.060 -0.160 0.119 -0.001
Tb 3.352 0.770 0.520 -2.819 -0.286 -0.096 6.038
```
Forces are in eV/Å.

No. 6
# C3H8NO

2 unconnected molecules or ions with the total composition C3H8NO in a non-equilibrium geometry (ωB97M-V with the def2-TZVPD basis set, the OMol25 dataset).

Values from the calculation:
Energy above the lowest of the compared OMol25 structures with the same formula, charge and spin, kcal/mol: 12.9
Frontier orbital gap, eV: 9.63
Total charge: +1
Multiplicity: 1

Geometry as XYZ:
```
13
Properties=species:S:1:pos:R:3:forces:R:3:mulliken_charge:R:1
C -1.072 0.268 0.865 -1.226 -0.199 0.710 0.191
C -1.721 -0.823 0.417 -0.572 0.640 0.563 -0.698
C 0.920 1.608 0.668 -1.040 -1.163 -0.430 -0.062
N 0.202 0.589 0.316 0.498 1.124 0.931 0.085
H -1.466 0.975 1.666 0.655 -1.060 -1.272 0.267
H -1.307 -1.463 -0.357 0.109 0.118 0.093 0.270
H -2.743 -1.110 0.778 1.237 0.501 -0.201 0.261
H 1.849 1.788 0.160 0.269 -0.053 -0.034 0.272
H 0.565 2.274 1.446 -0.047 0.006 -0.071 0.244
H 0.574 -0.086 -0.378 0.113 0.096 -0.293 0.194
H 1.056 -1.098 -2.542 0.124 0.013 0.955 0.316
H 1.921 -1.786 -1.466 0.145 -0.150 0.093 0.311
O 1.222 -1.136 -1.572 -0.265 0.129 -1.043 -0.654
```
Forces are in eV/Å.

In the order shown, the computed calculated total energy values come out to -627.94060; -345.67949; -2541.86775; -249.16126; -1189.42076; -248.81541 a.u..